[1]
# C4H12NO

A cluster of 2 separate species, C4H12NO in total at a distorted geometry (ωB97M-V/def2-TZVPD, the OMol25 dataset).

Last column: Mulliken charge in e.
Geometry (Å):
O  3.261  -1.242  -0.305  -0.4499
C  2.057  -0.970  0.482  -0.2481
C  1.806  0.525  0.185  -0.4670
N  0.511  0.878  0.766  0.0186
C  -2.549  0.314  0.331  -0.6381
C  -2.445  0.166  -1.232  -0.8088
H  3.570  -2.098  -0.212  0.3080
H  2.336  -0.932  1.582  0.3092
H  1.227  -1.520  0.107  0.3556
H  1.914  0.635  -0.895  0.3293
H  2.715  1.358  0.357  0.4035
H  -2.437  -0.564  0.864  0.3424
H  0.627  1.524  1.590  0.3294
H  -1.738  0.981  0.540  0.0785
H  -3.500  0.845  0.466  0.3285
H  -2.834  1.000  -1.785  0.3204
H  -3.078  -0.674  -1.447  0.2879
H  -1.442  -0.226  -1.392  0.2005

Atomic forces in eV per Å
-2.63 3.84 0.39
3.38 -0.75 0.10
-0.01 6.14 1.79
3.49 -1.84 -0.72
-1.06 2.84 -3.25
-0.03 -1.94 2.24
0.70 -2.95 0.61
-0.77 -0.80 -1.20
-0.75 -0.75 0.40
-1.05 -0.74 -0.98
-2.12 -2.47 0.66
0.02 -1.82 1.01
-0.04 0.23 -0.96
0.34 0.70 0.83
0.29 -0.38 0.80
0.54 0.53 -0.23
-0.48 -0.45 -0.57
0.17 0.62 -0.93

## Properties
Net charge ... +1
Relative energy (zero: lowest compared OMol25 entry of this formula, charge and spin) ... 784.4 kJ/mol
Molar mass ... 90.1 g mol⁻¹
LUMO ... -9.9 eV
Max |F| ... 6.40 eV/Å
E_HOMO ... -14.80 eV

---

[2]
# C4H12NO

The ion C4H12NO with charge +1 at a distorted geometry (ωB97M-V/def2-TZVPD, the OMol25 dataset).

Last column: Mulliken charge in e.
Geometry (Å):
C  -0.967  -0.126  -1.266  -0.7308
C  0.498  -0.440  -1.008  -0.3586
C  1.152  0.246  0.162  -0.8231
C  0.501  0.021  1.524  -0.4309
O  0.213  -1.345  1.771  -0.5004
N  -1.218  1.373  -1.178  -0.2819
H  -1.626  -0.589  -0.531  0.3872
H  -1.251  -0.389  -2.273  0.3747
H  0.572  -1.516  -0.904  0.3170
H  1.069  -0.286  -1.928  0.3700
H  1.276  1.323  0.011  0.3819
H  2.206  -0.021  0.202  0.3507
H  1.058  0.518  2.316  0.3521
H  -0.500  0.470  1.481  0.2138
H  1.039  -1.842  1.816  0.3380
H  -0.853  1.871  -1.992  0.3560
H  -0.827  1.801  -0.335  0.3152
H  -2.227  1.539  -1.117  0.3693

Atomic forces in eV per Å
0.39 0.30 0.54
0.11 -0.40 -0.79
0.79 0.54 0.55
-0.84 -0.23 -0.74
0.33 0.16 -0.04
-0.57 0.06 0.16
0.04 0.05 -0.10
-0.23 -0.29 -0.15
-0.22 -0.27 0.30
0.03 0.42 0.05
-0.37 0.27 -0.10
0.10 -0.52 -0.02
0.09 -0.13 0.09
0.03 0.15 0.35
-0.04 -0.01 0.13
0.02 0.00 0.06
0.26 -0.19 -0.04
0.09 0.09 -0.25

## Properties
SMILES string ... [NH3+]CCCCO
Net charge ... +1
Relative energy (zero: lowest compared OMol25 entry of this formula, charge and spin) ... 88.9 kJ/mol
Molar mass ... 90.1 g mol⁻¹
LUMO ... -3.8 eV
Max |F| ... 1.14 eV/Å
E_HOMO ... -14.19 eV

---

[3]
# C4H12NO2

A cluster of 2 separate species, C4H12NO2 in total (ωB97M-V/def2-TZVPD, the OMol25 dataset).

Last column: Mulliken charge in e.
Geometry (Å):
N  -0.889  -1.631  2.929  -0.8171
C  -0.445  -1.739  1.518  -0.4676
O  -0.411  -0.570  0.853  -0.7206
H  -1.820  -1.246  2.962  0.2711
H  -0.263  -0.967  3.359  0.2791
H  0.543  -2.239  1.586  0.2879
H  -1.124  -2.475  1.041  0.2668
C  1.644  1.439  -0.739  -1.2574
C  0.495  0.985  -1.637  0.3723
C  -0.767  1.735  -1.268  -1.1613
O  0.316  -0.407  -1.563  -0.7120
H  2.558  0.910  -0.973  0.3046
H  1.374  1.212  0.298  0.2696
H  1.828  2.514  -0.822  0.3725
H  0.769  1.167  -2.685  0.3508
H  -0.635  2.825  -1.267  0.3651
H  -1.080  1.434  -0.266  0.2411
H  -1.599  1.508  -1.941  0.2728
H  0.052  -0.630  -0.572  0.4822

Atomic forces in eV per Å
0.23 -0.76 0.09
-0.14 0.05 -0.05
0.10 0.09 -0.04
-0.12 0.32 -0.13
-0.04 0.32 0.15
0.09 -0.05 -0.01
-0.08 -0.13 0.10
-0.24 0.21 0.35
0.37 -0.47 -0.13
-0.64 0.33 0.12
-0.04 -0.17 0.26
0.26 -0.21 -0.15
0.03 -0.02 -0.08
-0.01 0.03 -0.06
-0.06 0.29 -0.02
0.14 -0.07 -0.08
0.10 -0.07 0.02
0.13 -0.09 -0.08
-0.08 0.39 -0.26

## Properties
Net charge ... -1
Relative energy (zero: lowest compared OMol25 entry of this formula, charge and spin) ... 0.4 kJ/mol
Molar mass ... 106.1 g mol⁻¹
LUMO ... 4.2 eV
Max |F| ... 0.80 eV/Å
E_HOMO ... -3.49 eV

---

[4]
# C4H12NO2

A cluster of 2 separate species, C4H12NO2 in total (ωB97M-V/def2-TZVPD, the OMol25 dataset).

Last column: Mulliken charge in e.
Geometry (Å):
C  -0.803  0.080  -1.546  -0.4664
N  0.552  -0.478  -1.540  -0.4927
C  0.798  -1.525  -0.505  -0.7239
O  0.452  -1.215  0.765  -0.8698
C  -0.968  1.438  -0.833  -0.4122
C  -1.503  1.342  0.588  -1.0912
H  -1.451  -0.643  -1.047  0.3331
H  -1.052  0.257  -2.596  0.3132
H  1.210  0.268  -1.332  0.2356
H  1.878  -1.700  -0.610  0.3411
H  0.210  -2.397  -0.870  0.3884
H  -0.014  1.925  -0.764  0.2898
H  -1.603  2.113  -1.420  0.2815
H  -0.919  0.617  1.161  0.2610
H  -2.552  1.035  0.637  0.3217
H  -1.376  2.254  1.186  0.3474
H  1.389  -0.249  3.177  0.2645
H  1.273  -0.147  1.665  0.4209
O  1.423  0.422  2.490  -0.7419

Atomic forces in eV per Å
0.62 0.48 0.12
0.23 0.12 0.15
-0.69 0.36 0.52
0.24 0.09 -0.32
-0.61 -0.03 0.40
0.24 -0.19 0.81
-0.24 -0.09 -0.36
-0.48 -0.34 -0.04
-0.09 0.05 -0.04
0.26 -0.45 -0.22
0.31 -0.15 -0.09
0.73 0.27 -0.17
-0.04 -0.12 -0.07
-0.04 -0.28 -0.29
-0.03 0.05 -0.12
-0.23 0.22 -0.42
-0.04 0.04 0.02
-0.65 -0.14 0.08
0.49 0.12 0.06

## Properties
Net charge ... -1
Relative energy (zero: lowest compared OMol25 entry of this formula, charge and spin) ... 32.3 kJ/mol
Molar mass ... 106.1 g mol⁻¹
LUMO ... 4.3 eV
Max |F| ... 0.93 eV/Å
E_HOMO ... -3.36 eV

---

[5]
# C4H12NO2

A cluster of 2 separate species, C4H12NO2 in total at a distorted geometry (ωB97M-V/def2-TZVPD, the OMol25 dataset).

Last column: Mulliken charge in e.
Geometry (Å):
C  1.353  0.958  -0.279  -1.6525
C  1.117  -0.543  -0.139  0.8117
C  -0.374  -0.849  -0.384  -0.6029
C  -1.163  -0.836  0.963  -0.8221
O  -0.841  0.142  1.814  -0.8496
N  1.999  -1.252  -1.062  -0.6399
H  0.658  1.477  0.378  0.3789
H  2.346  1.271  0.076  0.4019
H  1.225  1.364  -1.287  0.4087
H  1.393  -0.752  0.896  0.0735
H  -0.711  -0.070  -1.079  0.1760
H  -0.486  -1.823  -0.878  0.3335
H  -2.240  -0.817  0.632  0.2891
H  -1.038  -1.895  1.373  0.3558
H  2.919  -0.891  -1.231  0.1781
H  2.017  -2.244  -0.986  0.1754
H  -2.485  1.537  0.379  0.3843
H  -2.750  2.902  0.775  0.3032
O  -2.938  2.320  0.037  -0.7032

Atomic forces in eV per Å
0.23 0.54 0.39
0.37 0.59 -0.06
0.79 0.09 0.30
-0.31 -0.39 -0.42
-0.13 0.42 -0.04
-0.38 0.13 -1.06
-0.24 -0.16 0.05
0.11 -0.26 -0.14
-0.07 -0.36 -0.14
-0.34 -0.27 0.20
-0.31 -0.12 0.03
-0.03 0.02 -0.01
-0.09 -0.17 0.09
0.06 0.35 -0.01
0.15 0.28 0.37
-0.07 -0.53 0.28
0.27 -0.56 -0.13
-0.07 0.47 0.09
0.04 -0.08 0.21

## Properties
Net charge ... -1
Relative energy (zero: lowest compared OMol25 entry of this formula, charge and spin) ... 72.1 kJ/mol
Molar mass ... 106.1 g mol⁻¹
LUMO ... 4.2 eV
Max |F| ... 1.14 eV/Å
E_HOMO ... -2.70 eV

---

[6]
# C4H12NO2

A cluster of 2 separate species, C4H12NO2 in total at a distorted geometry (ωB97M-V/def2-TZVPD, the OMol25 dataset).

Last column: Mulliken charge in e.
Geometry (Å):
C  -1.184  -0.926  0.898  -0.6474
O  -1.984  -0.317  -0.017  -0.8139
C  0.336  -0.704  1.004  -0.6472
C  1.148  -0.098  -0.184  -0.7543
C  1.221  1.407  -0.054  -0.3785
N  -0.015  2.057  -0.393  -0.5897
H  -1.513  -0.780  1.902  0.3691
H  -1.352  -2.067  0.708  0.2022
H  0.713  -0.298  1.980  0.3625
H  0.632  -1.688  1.051  0.3497
H  2.065  -0.474  -0.370  0.5680
H  0.572  -0.386  -1.126  0.2990
H  2.018  1.828  -0.786  0.2266
H  1.577  1.532  0.982  0.2018
H  -0.236  2.890  0.127  0.1884
H  -0.865  1.445  -0.359  0.2998
H  -1.443  -0.638  -1.212  0.4022
H  -0.891  -1.797  -1.976  0.2238
O  -0.799  -0.984  -2.174  -0.8621

Atomic forces in eV per Å
-0.77 -1.99 -0.75
0.58 1.11 -1.11
1.37 1.32 -0.60
-4.87 1.07 -0.63
1.50 0.31 -1.08
-1.72 -0.27 -0.13
-0.81 0.22 1.15
0.62 1.00 0.53
-0.69 0.27 -0.62
1.20 -2.44 0.28
3.32 -1.50 0.21
0.67 0.60 1.07
-0.78 -0.66 1.24
-0.03 0.72 -0.08
0.25 0.12 0.23
1.06 0.22 0.11
0.46 0.38 -0.45
-0.73 -9.62 1.66
-0.62 9.12 -1.04

## Properties
Net charge ... -1
Relative energy (zero: lowest compared OMol25 entry of this formula, charge and spin) ... 189.0 kJ/mol
Molar mass ... 106.1 g mol⁻¹
LUMO ... 4.3 eV
Max |F| ... 9.78 eV/Å
E_HOMO ... -3.88 eV

---

Which of these has the lowest max |F|?
number 3